Run one
Density functional theory data (wB97M-V/def2-TZVPD) for a cluster of 2 separate species, H4N3P in total.

- gap between HOMO and LUMO (eV) = 8.5

The geometry in ORCA input format:
```
! RIJCOSX wB97M-V def2-TZVPD def2/J DEFGRID3
* xyz 0 1
N 1.29731 1.15393 0.71402
N 1.58473 0.15330 0.29879
N -1.57775 0.27787 -0.24377
P 2.42771 -0.91505 -0.50337
H -1.83120 1.02678 -0.93230
H -2.54515 -0.17824 0.10802
H 1.77175 -2.04199 -0.12334
H -1.12740 0.52340 0.68194
*
```

=====

Run two
Density functional theory data (wB97M-V/def2-TZVPD) for an isolated molecule of H4N3P.

- gap between HOMO and LUMO (eV) = 9.8
- SMILES = N#[PH]NN

The geometry in ORCA input format:
```
! RIJCOSX wB97M-V def2-TZVPD def2/J DEFGRID3
* xyz 0 1
N -2.99673 -0.66523 -0.18769
P -1.83767 0.24409 0.05035
N -0.01340 0.29440 0.26855
N 0.86590 -0.82611 0.04262
H -1.69119 1.51992 0.39276
H 0.27612 1.22163 -0.21093
H 0.63019 -1.49689 0.64588
H 0.60194 -1.23535 -0.77781
*
```

=====

Relative energy of each structure, in eV: run one 0.000; run two 1.909.

=====

Run one
Density functional theory data (wB97M-V/def2-TZVPD) for the ion C10H16N4O with charge +2.

- gap between HOMO and LUMO (eV) = 7.0
- SMILES = Nc1ccc(N2C[C@H](C[NH3+])OC2=[NH2+])cc1

The geometry in ORCA input format:
```
! RIJCOSX wB97M-V def2-TZVPD def2/J DEFGRID3
* xyz 2 1
N 0.60947 5.15316 -2.05587
C 0.36363 3.87850 -1.65953
C -0.29022 3.60641 -0.43850
C -0.49509 2.31699 -0.05675
C 0.05435 1.30294 -0.83301
N 0.09110 0.00264 -0.21414
C -0.80537 -1.07790 -0.43015
C -0.13062 -2.23962 0.41740
C -1.02370 -2.90632 1.46061
N -0.34285 -3.94877 2.36457
O 0.91493 -1.64544 1.10900
C 0.93282 -0.27600 0.81538
N 1.85829 0.46699 1.33312
C 0.75922 1.59449 -2.00938
C 0.89668 2.85533 -2.45997
H 0.47668 5.88709 -1.49910
H 0.89136 5.31343 -2.98638
H -0.43213 4.33397 0.30441
H -0.84188 1.96982 0.91365
H -0.83072 -1.29059 -1.62424
H -1.78319 -0.79153 -0.15932
H 0.37730 -3.03153 -0.17626
H -1.75483 -3.53745 0.80432
H -1.34584 -2.09056 2.12672
H -1.23879 -4.30385 2.72603
H 0.31309 -3.62944 3.22513
H 0.37967 -4.40589 1.78810
H 1.47572 1.37735 1.35496
H 2.57716 0.15216 1.96974
H 1.11169 0.72902 -2.76855
H 1.31305 3.14487 -3.39962
*
```

=====

Run two
Density functional theory data (wB97M-V/def2-TZVPD) for the ion C10H16N4O with charge +2.

- gap between HOMO and LUMO (eV) = 7.2
- SMILES = C=C1NC=C(C[NH3+])C(C#[N+]CCN)=C1O

The geometry in ORCA input format:
```
! RIJCOSX wB97M-V def2-TZVPD def2/J DEFGRID3
* xyz 2 1
C 3.44044 -2.44561 0.62804
C 2.62802 -1.47031 0.35100
N 3.14406 -0.21963 -0.04293
C 2.45528 0.91821 -0.25717
C 1.15878 0.97352 -0.28084
C 0.42363 2.24581 -0.73934
N -0.01581 2.99782 0.54271
C 0.48578 -0.28164 0.13749
C -0.89288 -0.32332 0.34759
N -1.81487 -0.07181 1.03304
C -3.19585 -0.23739 0.89420
C -3.49036 -0.44955 -0.73806
N -2.35506 -1.02110 -1.34911
C 1.14895 -1.42509 0.35713
O 0.46254 -2.44368 0.84655
H 4.44856 -2.40006 0.49123
H 3.12332 -3.50433 0.78570
H 4.15016 -0.41359 -0.23660
H 3.02707 1.76232 -0.58474
H -0.46298 2.17626 -1.26996
H 1.11194 2.91412 -1.29377
H -0.49660 3.84612 0.23224
H 0.85449 3.31621 1.02405
H -0.68424 2.41688 1.11234
H -3.73098 0.57499 1.42393
H -3.52682 -1.16220 1.43562
H -4.35067 -1.00287 -0.84089
H -3.64918 0.61971 -1.18892
H -2.12374 -0.56013 -2.25679
H -2.28959 -2.04827 -1.38171
H 1.01662 -3.28139 0.81797
*
```

=====

Relative energy of each structure, in eV: run one 0.000; run two 1.196.

=====

Run one
Density functional theory data (wB97M-V/def2-TZVPD) for an isolated molecule of C3H8NOP.

- gap between HOMO and LUMO (eV) = 9.9
- SMILES = [H]/N=P/OCCC

The geometry in ORCA input format:
```
! RIJCOSX wB97M-V def2-TZVPD def2/J DEFGRID3
* xyz 0 1
H 4.75713 -0.45228 0.33574
N 3.83552 -0.51155 -0.16649
P 2.60673 0.25120 0.41317
O 1.38344 -0.15601 -0.57228
C 0.09033 0.44987 -0.45697
C -0.94162 -0.49602 0.20004
C -2.28334 0.24423 0.23423
H -0.28479 0.57134 -1.48008
H 0.10454 1.27341 0.18687
H -1.09915 -1.34934 -0.46186
H -0.61234 -0.95354 1.16562
H -2.24413 0.66869 1.23574
H -2.27515 0.96851 -0.56903
H -3.03717 -0.50851 -0.06470
*
```

=====

Run two
Density functional theory data (wB97M-V/def2-TZVPD) for a cluster of 2 separate species, C3H8NOP in total.

- gap between HOMO and LUMO (eV) = 8.9
- SMILES = C=NC.CP=O

The geometry in ORCA input format:
```
! RIJCOSX wB97M-V def2-TZVPD def2/J DEFGRID3
* xyz 0 1
C -1.78700 -0.43196 -0.52387
N -1.07302 0.28063 0.19099
C -1.18860 1.67643 0.29610
H -2.85250 -0.19946 -0.99272
H -1.64821 -1.49145 -0.52242
H -1.97557 2.05834 -0.46347
H -1.56714 2.19959 1.21487
H -0.28836 2.09651 -0.24683
C 1.95942 -1.60215 0.25991
P 1.73315 0.18859 -0.43872
O 2.54097 1.15224 0.31388
H 2.94984 -1.95729 -0.31412
H 2.07949 -1.69189 1.35325
H 1.11753 -2.27812 -0.12684
*
```

=====

Relative energy of each structure, in eV: run one 0.000; run two 1.619.